Record 1
Entry from the OMol25 dataset: a 7-piece molecular cluster, C23H58N5O8 overall in a non-equilibrium geometry (ωB97M-V/def2-TZVPD).

Structure (ORCA input):
```
! RIJCOSX wB97M-V def2-TZVPD def2/J DEFGRID3
* xyz 1 1
O -3.802 1.215 -1.704
O -2.344 -0.470 4.231
O 3.562 3.705 0.008
O 4.451 -1.047 1.072
O -2.589 -5.627 3.446
O 1.576 0.539 -2.764
O -1.491 4.701 -4.334
O -2.566 1.786 -4.646
N 0.589 -1.224 2.819
N -1.256 -2.507 3.384
N -3.398 -0.068 1.603
N -3.632 -2.019 5.623
N 0.323 -3.340 1.733
C 2.679 -1.568 -3.299
C -4.038 0.001 -2.409
C -0.562 -0.298 2.501
C 3.633 -0.097 1.735
C -1.419 0.216 -6.113
C 4.767 -2.184 1.837
C 4.554 3.587 1.030
C -3.087 6.147 -3.191
C 1.609 1.452 1.341
C 1.245 1.497 2.846
C 1.407 -0.743 -3.365
C 5.418 4.829 1.125
C -2.893 -0.972 -2.208
C -1.631 -6.622 3.109
C -1.768 -1.115 3.111
C -0.055 -2.435 2.606
C -0.581 -6.783 4.195
C -2.468 1.305 -5.984
C -2.814 -1.328 2.009
C 2.478 0.294 0.839
C -2.208 4.914 -3.117
C -0.196 1.045 3.145
C -3.073 -1.251 4.975
H -4.234 -0.250 1.062
H 3.973 -2.943 1.789
H 5.665 -2.633 1.415
H 0.601 -1.234 -2.817
H 4.016 3.423 1.965
H -0.434 0.597 -5.830
H -0.940 5.474 -4.491
H 4.209 0.771 2.072
H 1.892 -0.593 0.593
H -2.117 -4.798 3.567
H -2.745 0.409 0.989
H -3.569 -2.020 2.387
H -2.234 2.141 -6.650
H 3.490 -1.069 -3.833
H -4.167 0.222 -3.470
H -1.052 -7.042 5.142
H 3.228 -0.564 2.641
H -0.713 -0.157 1.434
H -0.034 -5.845 4.351
H 0.479 -4.313 1.978
H 2.911 0.618 -0.111
H 1.929 0.956 3.499
H -1.362 -0.157 -7.136
H -2.763 -1.187 -1.143
H -3.066 -1.912 -2.735
H 2.031 2.404 1.030
H 2.275 0.998 -3.242
H -3.642 6.289 -2.263
H 0.488 -3.087 0.764
H -2.303 -1.856 1.185
H -4.970 -0.419 -2.030
H -1.495 5.002 -2.289
H 5.175 2.706 0.832
H 0.659 1.380 0.801
H 0.140 -7.560 3.937
H -0.936 -2.571 4.359
H 5.945 5.005 0.185
H 6.158 4.732 1.920
H 4.024 3.839 -0.826
H -1.156 -6.365 2.151
H 3.000 -1.693 -2.263
H -2.991 1.591 -2.063
H -1.653 -0.619 -5.449
H 2.532 -2.553 -3.744
H 1.296 2.540 3.160
H 0.755 -1.154 3.823
H -3.453 0.922 -6.249
H -2.485 7.040 -3.372
H 4.982 -1.942 2.881
H -1.706 2.152 -4.408
H 4.801 5.705 1.325
H -3.796 6.056 -4.014
H -0.309 0.926 4.227
H 1.084 -0.620 -4.403
H -1.957 -0.540 -2.572
H -0.903 1.824 2.861
H -2.815 4.023 -2.956
H -2.182 -7.549 2.968
*
```

HOMO-LUMO gap ... 0.22513 Ha
HOMO ... -0.4420 Eh
Relative energy (zero: lowest compared OMol25 entry of this formula, charge and spin) ... 129.79 kcal per mole

For reference, the Mulliken charges in units of e are:
1 O -0.53
2 O -0.39
3 O -0.51
4 O -0.36
5 O -0.51
6 O -0.41
7 O -0.53
8 O -0.34
9 N -0.21
10 N -0.15
11 N -0.51
12 N -0.44
13 N -0.04
14 C -1.14
15 C -0.33
16 C -0.55
17 C -0.30
18 C -0.88
19 C -0.63
20 C 0.16
21 C -1.18
22 C -0.90
23 C -0.94
24 C 0.15
25 C -1.32
26 C -0.10
27 C -0.22
28 C 0.82
29 C -0.38
30 C -0.90
31 C -0.40
32 C -0.93
33 C 0.02
34 C 0.12
35 C -1.36
36 C 0.56
37 H 0.32
38 H 0.18
39 H 0.30
40 H 0.10
41 H 0.20
42 H 0.23
43 H 0.28
44 H 0.14
45 H -0.30
46 H 0.28
47 H 0.20
48 H 0.68
49 H 0.30
50 H 0.36
51 H 0.12
52 H 0.30
53 H 0.32
54 H 0.68
55 H 0.19
56 H 0.26
57 H 0.53
58 H 0.66
59 H 0.41
60 H -0.31
61 H 0.46
62 H 0.55
63 H 0.25
64 H 0.33
65 H 0.25
66 H 0.06
67 H 0.39
68 H 0.25
69 H 0.19
70 H 0.27
71 H 0.34
72 H 0.46
73 H 0.36
74 H 0.36
75 H 0.28
76 H 0.18
77 H 0.20
78 H 0.29
79 H 0.18
80 H 0.38
81 H 0.47
82 H 0.53
83 H 0.31
84 H 0.34
85 H 0.32
86 H 0.18
87 H 0.33
88 H 0.31
89 H 0.37
90 H 0.12
91 H 0.03
92 H 0.34
93 H 0.12
94 H 0.32


Record 2
Entry from the OMol25 dataset: a 12-piece molecular cluster, C23H59Br4N7O17 overall (ωB97M-V/def2-TZVPD).

Structure (ORCA input):
```
! RIJCOSX wB97M-V def2-TZVPD def2/J DEFGRID3
* xyz 0 1
Br 0.714 -0.198 2.187
Br -1.073 -0.249 6.127
Br 3.339 0.478 5.074
Br 0.067 -0.525 -2.367
O -4.466 -3.091 -2.067
O -4.228 -1.220 1.484
O 0.591 -3.706 -5.237
O 2.178 -2.977 0.726
O -3.619 1.506 4.892
O -0.772 -3.888 4.348
O 2.833 1.597 -5.827
O 4.176 -3.753 0.866
O 1.859 2.976 2.121
O -5.325 -2.269 -3.862
O -2.052 2.976 4.706
O 1.526 -5.608 -4.881
O -2.057 4.822 -0.726
O 4.466 -0.992 -0.334
O 2.191 2.941 -0.006
O 4.022 -1.524 -2.369
O -3.381 -0.403 -0.319
N -4.414 -2.410 -3.070
N 4.712 -1.568 -1.368
N 1.092 -4.539 -4.511
N 1.797 3.470 1.018
N -2.734 2.068 4.278
N 3.253 -3.080 1.281
N -4.320 -0.801 0.356
C -2.495 1.598 2.893
C 1.464 0.818 5.468
C -1.687 -3.073 3.629
C -2.774 6.025 -0.988
C -5.664 -0.791 -0.271
C -1.114 -4.068 5.702
C 0.853 -0.448 5.985
C 0.912 -0.265 -0.611
C 2.560 1.383 -4.447
C -1.530 -3.383 2.149
C -0.133 -0.448 0.461
C -2.536 3.716 -1.471
C 1.241 4.841 0.902
C -3.152 -1.680 -3.348
C 1.207 -4.216 -3.058
C -1.782 2.494 -1.012
C 3.414 -2.359 2.573
C -2.046 7.171 -0.332
C 1.672 1.775 -6.609
C 3.834 1.579 -3.677
C 2.085 2.314 -7.950
C 5.918 -2.442 -1.396
C 0.089 -4.574 6.444
H 2.732 1.617 -8.480
H -3.614 3.584 -1.278
H 1.284 -0.792 6.920
H 5.663 -3.331 -0.830
H -1.955 -4.771 5.786
H -2.121 -2.684 1.551
H -0.534 -1.454 0.419
H 1.436 1.645 6.173
H 1.678 -1.027 -0.532
H -2.440 3.929 -2.544
H 0.448 -5.514 6.024
H 1.225 2.487 -8.603
H 1.349 5.315 1.872
H -5.907 -1.818 -0.528
H -2.076 2.266 0.017
H -1.007 7.166 -0.665
H -2.035 7.033 0.750
H 6.170 -2.626 -2.430
H -2.535 8.106 -0.592
H -0.702 2.656 -1.036
H 0.984 1.180 4.563
H 4.371 -2.670 2.981
H 0.999 -3.162 -2.933
H 3.410 -1.294 2.385
H 2.591 -2.699 3.191
H 2.181 0.359 -4.322
H 0.945 2.430 -6.112
H -3.785 5.918 -0.567
H -0.490 -3.273 1.833
H -3.470 1.396 2.463
H -2.727 -3.256 3.928
H -1.878 -4.390 1.916
H -2.020 1.564 -1.526
H -2.557 -1.677 -2.444
H 4.620 0.923 -4.044
H -5.598 -0.164 -1.153
H -3.407 -0.668 -3.640
H 3.677 1.311 -2.625
H -0.946 0.263 0.375
H -2.626 -2.183 -4.156
H 6.707 -1.888 -0.894
H -2.013 2.382 2.317
H -6.387 -0.388 0.431
H 1.166 0.803 -6.744
H 0.498 -4.834 -2.518
H 4.140 2.625 -3.660
H -1.861 0.715 2.908
H -1.464 -3.133 6.157
H -1.475 -2.009 3.798
H 0.179 4.764 0.669
H 2.232 -4.433 -2.772
H 0.975 -1.257 5.266
H 1.763 5.347 0.101
H 1.323 0.735 -0.651
H 0.890 -3.834 6.451
H -0.163 -4.790 7.487
H 1.734 2.034 -4.131
H -2.874 6.197 -2.068
H 2.591 3.271 -7.811
*
```

SMILES string ... C[N+](=O)[O-].C[N+](=O)[O-].C[N+](=O)[O-].C[N+](=O)[O-].C[N+](=O)[O-].C[N+](=O)[O-].C[N+](=O)[O-].BrCCBr.BrCCBr.CCOCC.CCOCC.CCOCC
HOMO-LUMO gap ... 0.33578 Ha
HOMO ... -0.3447 Eh
Relative energy (zero: lowest compared OMol25 entry of this formula, charge and spin) ... 0.00 kcal per mole

Results of the Mulliken charge analysis, in e, for atoms 1 through 99:
1 Br 0.08
2 Br -0.16
3 Br -0.17
4 Br -0.31
5 O -0.55
6 O -0.54
7 O -0.55
8 O -0.47
9 O -0.55
10 O -0.30
11 O -0.39
12 O -0.62
13 O -0.52
14 O -0.57
15 O -0.58
16 O -0.58
17 O -0.17
18 O -0.51
19 O -0.54
20 O -0.48
21 O -0.32
22 N 1.00
23 N 0.94
24 N 0.98
25 N 1.01
26 N 0.99
27 N 0.95
28 N 0.94
29 C -0.12
30 C -0.37
31 C 0.31
32 C -0.34
33 C -0.98
34 C -0.13
35 C 0.01
36 C -0.06
37 C 0.25
38 C -0.38
39 C 0.22
40 C -0.72
41 C -0.80
42 C -0.61
43 C -0.20
44 C 0.08
45 C -0.79
46 C -1.17
47 C -0.07
48 C -1.05
49 C -1.26
50 C -0.85
51 C -1.27
52 H 0.30
53 H 0.32
54 H 0.49
55 H 0.30
56 H 0.37
57 H -0.14
58 H 0.18
59 H 0.45
60 H 0.05
61 H 0.40
62 H 0.32
63 H 0.38
64 H 0.33
65 H 0.34
66 H -0.31
67 H 0.26
68 H 0.28
69 H 0.31
70 H 0.40
71 H 0.04
72 H 0.00
73 H 0.35
74 H -0.19
75 H 0.21
76 H 0.30
77 H 0.07
78 H 0.29
79 H 0.31
80 H -0.10
81 H 0.21
82 H 0.37
83 H 0.44
84 H 0.17
85 H 0.07
86 H 0.28
87 H 0.30
88 H 0.27
89 H 0.18
90 H -0.18
91 H 0.37
92 H 0.31
93 H 0.08
94 H 0.34
95 H 0.20
96 H 0.30
97 H 0.35
98 H -0.10
99 H 0.22


Q: The lowest HOMO belongs to which entry?
A: C23H58N5O8


Q: The lowest HOMO-LUMO gap belongs to which entry?
A: C23H58N5O8


Q: Number 1 is which compound?
A: C23H58N5O8